Here is a 9-piece molecular cluster, C20H61N4O9 overall in a non-equilibrium geometry from the OMol25 dataset. Energies are from ωB97M-V/def2-TZVPD.

Geometry as XYZ:
```
94
Properties=species:S:1:pos:R:3:forces:R:3
C 2.941 -0.939 -1.241 -1.326 -0.096 0.745
C 2.856 -0.406 0.240 2.492 0.128 0.827
O 3.751 -0.949 1.149 -0.766 -0.164 -0.986
H 1.951 -0.861 -1.689 -0.437 -0.019 -0.189
H 3.185 -2.002 -1.254 0.328 -0.014 0.033
H 3.566 -0.357 -1.919 0.527 -0.080 0.367
H 1.873 -0.287 0.695 -1.299 -0.944 -0.391
H 3.064 0.659 0.130 0.381 1.120 -0.396
C 3.841 -2.833 -6.607 0.649 -1.765 1.541
C 4.286 -3.927 -5.530 -0.127 0.653 -0.245
O 5.069 -4.969 -6.120 -0.145 0.309 -0.862
H 3.528 -1.955 -6.043 -0.027 0.033 -0.178
H 3.006 -3.224 -7.189 0.155 0.139 -0.153
H 4.709 -2.608 -7.227 -0.180 0.084 -0.079
H 3.425 -4.366 -5.025 -0.348 0.035 -0.213
H 4.843 -3.444 -4.728 0.243 0.228 -0.115
H 5.515 -5.528 -5.480 -0.230 0.300 0.325
C -2.100 -1.634 -5.337 0.491 2.077 -0.089
C -2.930 -0.346 -5.170 0.919 0.666 -0.206
C -4.061 -0.471 -4.241 -1.994 -1.119 0.721
O -4.659 0.768 -3.878 0.301 -0.091 0.449
C -5.822 0.556 -3.099 -0.383 0.301 -0.841
N -2.074 0.830 -4.782 -0.845 -1.331 -0.246
H -2.638 -2.373 -5.931 0.437 -0.182 0.268
H -1.570 -1.949 -4.439 -0.805 -0.517 0.365
H -1.263 -1.150 -5.841 0.205 -0.768 -0.979
H -3.376 -0.132 -6.141 0.236 0.224 -0.259
H -3.857 -1.089 -3.367 0.566 0.321 0.596
H -4.828 -1.073 -4.727 -0.378 -0.188 -0.393
H -6.637 0.296 -3.775 -0.212 -0.477 -0.081
H -6.172 1.488 -2.655 0.567 0.048 0.250
H -5.703 -0.237 -2.362 0.125 0.087 0.174
H -1.556 0.498 -3.981 0.598 0.003 0.289
H -2.784 1.392 -4.334 0.191 0.964 0.019
C -1.493 -6.872 4.250 -0.054 -0.346 1.031
C -1.057 -7.260 2.851 0.800 -0.370 -0.063
C -1.497 -6.276 1.830 -0.545 1.119 0.141
O -1.430 -6.777 0.525 -0.737 0.424 -0.898
C -1.920 -5.768 -0.401 0.890 -0.899 0.611
N 0.402 -7.224 2.811 1.114 -1.051 0.381
H -1.431 -7.678 4.981 -0.465 -0.764 -0.400
H -2.500 -6.456 4.295 0.056 0.017 -0.008
H -0.792 -6.235 4.789 0.073 0.864 -0.832
H -1.322 -8.272 2.547 -0.962 -0.059 0.208
H -0.831 -5.426 1.974 0.287 0.330 -0.266
H -2.484 -5.865 2.042 -0.531 -0.281 -0.011
H -1.251 -4.914 -0.290 -0.149 0.267 -0.356
H -2.950 -5.475 -0.195 -0.097 -0.030 0.284
H -1.886 -6.187 -1.406 0.209 0.034 0.116
H 0.731 -7.681 1.973 -0.181 0.643 -1.130
H 0.693 -7.999 3.391 0.294 0.101 1.194
C -2.772 3.380 4.035 0.820 1.028 0.004
C -4.280 3.398 4.069 0.768 -0.334 -1.466
C -4.826 3.897 2.706 0.051 2.813 0.799
O -6.152 4.352 2.873 -2.205 -0.096 1.331
C -6.799 5.221 1.906 2.724 -2.101 -0.793
N -4.640 2.038 4.353 -0.938 -1.017 0.488
H -2.314 2.806 3.228 -0.349 -0.607 0.211
H -2.480 3.039 5.028 0.574 -0.231 -0.225
H -2.312 4.357 3.889 -0.260 0.328 0.221
H -4.569 3.951 4.963 -0.313 1.178 -0.688
H -4.613 3.346 1.790 -0.362 -1.046 0.305
H -4.286 4.824 2.516 0.682 0.331 -0.037
H -6.788 4.547 1.050 -0.920 0.417 -0.713
H -6.073 5.985 1.627 -0.274 0.669 0.205
H -7.795 5.591 2.149 0.385 -0.316 0.548
H -5.514 2.101 4.856 -0.616 -0.458 -0.248
H -4.012 1.766 5.096 0.255 -0.574 0.030
C 6.066 8.112 1.060 0.055 0.428 0.195
C 6.116 6.606 0.860 1.494 0.382 0.439
C 5.121 5.654 1.464 -1.861 0.633 1.249
O 5.225 5.641 2.881 0.614 -0.835 1.031
C 4.447 4.615 3.509 -0.259 -0.253 -0.580
N 6.331 6.371 -0.552 0.223 -0.904 -0.494
H 6.295 8.437 2.075 -0.884 -0.172 0.315
H 5.188 8.575 0.608 -0.268 0.064 0.415
H 6.912 8.562 0.540 0.059 -0.374 -0.456
H 7.056 6.345 1.345 0.252 -0.256 0.031
H 5.148 4.637 1.071 0.527 -0.065 -0.235
H 4.100 6.008 1.323 -0.409 0.109 -0.818
H 4.660 4.465 4.568 0.283 0.798 -0.028
H 4.580 3.614 3.099 0.493 -0.023 -0.545
H 3.378 4.788 3.380 -0.216 0.386 0.120
H 6.785 5.469 -0.562 0.311 -0.228 -0.558
H 5.466 6.184 -1.038 -0.423 0.265 -0.090
O -1.993 1.318 -0.438 -0.087 0.080 -0.271
H -1.554 1.662 0.340 0.266 0.041 0.166
H -2.774 0.881 -0.099 -0.192 -0.139 0.077
O 5.173 -5.040 1.096 0.202 -0.375 0.141
H 5.258 -5.568 0.302 0.023 -0.083 -0.160
H 4.545 -4.356 0.863 -0.212 0.594 0.073
O 0.032 -0.937 4.408 -0.259 0.055 0.355
H 0.872 -0.682 4.026 0.396 -0.022 -0.208
H -0.569 -0.972 3.664 -0.065 -0.052 -0.206
```
Forces are in eV/Å.

Computed properties:
maximum force = 3.5 eV Å⁻¹
2S+1 = 1
Kohn-Sham gap = 4.273 eV
charge = -1
HOMO level = -2.376 eV